# C15H32N3O2OsPSi

C15H32N3O2OsPSi as an isolated structure (ωB97M-V/def2-TZVPD, the OMol25 dataset).

Summary:
Spin multiplicity   5
Molecular weight   535.73 g mol⁻¹
Net charge   0
LUMO level (alpha / beta)   0.5 / -0.6 eV
Energy above the lowest of the compared OMol25 structures with the same formula, charge and spin   0.0 kJ/mol

Structure (XYZ):
```
55
Properties=species:S:1:pos:R:3:mulliken_charge:R:1
Os -0.29323 0.45770 -0.36173 0.696
Si 2.08504 0.50793 -0.75729 0.480
P -0.63806 0.69485 -2.55113 0.748
N -0.40790 -1.32591 -0.31288 -0.258
H 1.05286 1.18489 0.26768 0.203
C -2.43278 0.63527 -2.88808 -1.282
H -2.62801 0.54529 -3.96663 0.453
H -2.91366 1.53980 -2.48856 0.310
H -2.84443 -0.24863 -2.37633 0.303
C 0.03417 2.22166 -3.31030 -1.096
H -0.21048 2.24337 -4.38003 0.457
H 1.12605 2.23653 -3.19213 0.289
H -0.39514 3.10513 -2.81889 0.221
C 0.01479 -0.68314 -3.61383 -1.160
H -0.18424 -0.48002 -4.67884 0.459
H -0.48180 -1.62513 -3.32891 0.301
H 1.09943 -0.78617 -3.46163 0.285
C 2.93139 2.09802 -0.15868 -1.150
H 2.48836 2.39447 0.80187 0.347
H 2.77413 2.89665 -0.89279 0.282
H 4.00179 1.92254 -0.01014 0.389
H 2.72974 -0.60888 -0.03308 -0.339
H 2.48655 0.42610 -2.18079 -0.241
C -0.32514 -2.64636 -0.30661 0.321
C -1.44462 -4.78384 -0.09402 -0.465
C -1.48947 -3.41265 0.02726 -0.521
C 0.87354 -3.31350 -0.72744 -0.105
C 0.86817 -4.68910 -0.84504 -0.587
C -0.27499 -5.43076 -0.51885 -0.447
H -2.33107 -5.36288 0.11431 0.372
H -2.38742 -2.85983 0.28501 0.384
H 1.71861 -2.68893 -1.00470 0.246
H 1.75462 -5.17994 -1.21754 0.379
H -0.25521 -6.51930 -0.62471 0.352
C -1.81037 2.99938 0.54675 0.397
O -1.83100 1.81266 -0.00462 -0.622
C -1.96121 3.00942 2.05226 -0.871
H -1.44308 3.85137 2.53555 0.355
H -1.47028 2.08327 2.44478 0.018
H -3.00738 3.02129 2.36319 0.293
C -0.99790 4.05390 -0.13884 -0.760
H -1.51542 4.60404 -0.92287 0.240
H -0.07763 3.63916 -0.58772 -0.020
H -0.66613 4.76189 0.61230 0.401
C 2.34334 -0.46913 4.48471 -0.758
N 0.92939 -0.72910 4.40682 -0.249
C 0.24095 -0.44183 3.27150 0.610
N -1.09481 -0.67605 3.26456 -0.321
O 0.81484 0.05005 2.25428 -0.668
H 2.68291 -0.33192 3.45461 0.214
H 2.88791 -1.30808 4.93298 0.299
H 2.55103 0.46022 5.03407 0.279
H 0.42454 -1.06239 5.22771 0.181
H -1.54934 -0.64929 2.34506 0.168
H -1.55192 -1.14409 4.02842 0.190
```